1.
Computed, not measured: a 2-piece molecular cluster, CH6OS2 overall in a non-equilibrium geometry, with ωB97M-V with the def2-TZVPD basis set.

Results
Max |F| = 1.00 eV/A
Orbital gap (alpha / beta) = 7.94 / 3.88 eV
E_tot = -24842.1355 eV
Molar mass = 98.2 g/mol

ORCA input file:
```
! RIJCOSX wB97M-V def2-TZVPD def2/J DEFGRID3
* xyz 1 2
S 2.900 1.473 1.075
S 3.101 -0.201 -0.023
H 2.583 2.291 0.048
H 2.084 -0.862 0.586
C -1.953 -0.244 -0.030
O -1.222 -0.562 -1.218
H -2.289 -1.148 0.469
H -2.864 0.267 -0.340
H -1.410 0.461 0.600
H -0.930 -1.475 -1.167
*
```

---

2.
Computed, not measured: a 2-piece molecular cluster, C3H11N2 overall in a non-equilibrium geometry, with ωB97M-V with the def2-TZVPD basis set.

Results
Max |F| = 3.76 eV/A
Orbital gap (alpha / beta) = 13.13 / 7.54 eV
E_tot = -6247.9399 eV
Molar mass = 75.1 g/mol

ORCA input file:
```
! RIJCOSX wB97M-V def2-TZVPD def2/J DEFGRID3
* xyz 2 2
C -1.866 0.710 -0.317
C 0.106 2.122 -0.746
N -0.391 1.008 -0.408
H -2.103 0.637 0.741
H -2.024 -0.233 -0.838
H -2.391 1.507 -0.838
H -0.542 2.956 -1.014
H 1.181 2.281 -0.797
H 0.271 0.136 -0.192
C 1.059 -1.690 1.215
N 1.058 -1.144 -0.152
H 0.325 -1.129 1.817
H 2.067 -1.656 1.619
H 0.687 -2.726 1.238
H 0.553 -1.757 -0.802
H 2.012 -1.021 -0.526
*
```

---

3.
Computed, not measured: a 3-piece molecular cluster, C24H52ClNO11P3 overall in a non-equilibrium geometry, with ωB97M-V with the def2-TZVPD basis set.

Results
Max |F| = 6.44 eV/A
Orbital gap (alpha / beta) = 8.52 / 8.29 eV
E_tot = -90133.6032 eV
Molar mass = 659.1 g/mol

ORCA input file:
```
! RIJCOSX wB97M-V def2-TZVPD def2/J DEFGRID3
* xyz 0 2
C 3.743 -0.079 2.594
P 2.778 -1.529 3.133
O 2.411 -1.281 4.744
C 1.100 -1.547 2.230
C -0.028 -1.024 3.150
C 0.086 0.441 3.498
O 1.076 1.063 3.732
Cl -1.520 1.288 3.586
C 1.082 -0.702 0.924
C 1.295 -1.503 -0.357
C 2.733 -2.020 -0.527
C 1.087 -0.474 -1.512
N 0.295 -2.567 -0.560
O 0.540 -3.307 -1.569
C -0.075 -3.314 0.686
C -1.592 -3.066 0.943
C 0.037 -4.830 0.407
C 0.823 -3.037 1.902
H 4.047 -0.164 1.551
H 4.667 -0.087 3.176
H 3.274 0.897 2.737
H 1.885 -2.034 5.026
H -0.966 -1.132 2.605
H -0.131 -1.668 4.025
H 0.065 -0.291 0.846
H 1.738 0.166 0.942
H 3.422 -1.180 -0.439
H 2.867 -2.413 -1.534
H 2.975 -2.833 0.158
H 1.332 -0.938 -2.475
H 0.017 -0.259 -1.555
H 1.688 0.419 -1.361
H -2.203 -3.855 0.512
H -1.824 -2.932 1.999
H -1.888 -2.141 0.441
H -0.735 -5.137 -0.289
H -0.174 -5.332 1.357
H 1.042 -5.128 0.115
H 1.760 -3.573 1.755
H 0.336 -3.479 2.776
O -6.518 5.710 2.754
P -6.240 5.303 4.156
O -5.676 3.779 4.058
C -4.379 3.546 3.503
C -3.265 4.026 4.415
O -7.769 5.007 4.680
C -8.909 5.523 3.993
C -9.510 4.469 3.088
O -5.710 5.542 5.679
C -6.472 6.302 6.640
C -7.164 5.368 7.606
H -4.305 4.022 2.520
H -4.294 2.469 3.357
H -3.274 5.116 4.502
H -2.293 3.723 4.031
H -3.390 3.623 5.421
H -8.662 6.429 3.442
H -9.637 5.806 4.759
H -8.760 4.042 2.423
H -10.320 4.884 2.487
H -9.907 3.643 3.681
H -7.177 6.971 6.148
H -5.762 6.921 7.191
H -7.866 4.711 7.100
H -7.709 5.936 8.361
H -6.436 4.724 8.102
O 4.022 -0.440 -7.390
P 4.431 -1.794 -6.931
O 4.347 -1.740 -5.306
C 3.068 -1.673 -4.672
C 2.298 -2.973 -4.786
O 6.057 -1.690 -7.136
C 6.645 -0.697 -7.977
C 7.138 0.475 -7.156
O 4.474 -3.421 -7.007
C 5.283 -4.117 -7.977
C 6.531 -4.657 -7.318
H 2.486 -0.845 -5.091
H 3.249 -1.455 -3.620
H 2.016 -3.177 -5.822
H 1.388 -2.931 -4.185
H 2.909 -3.811 -4.451
H 5.952 -0.377 -8.753
H 7.490 -1.172 -8.482
H 6.353 0.864 -6.508
H 7.498 1.280 -7.799
H 7.955 0.162 -6.502
H 5.517 -3.480 -8.829
H 4.687 -4.953 -8.348
H 7.149 -3.860 -6.910
H 7.129 -5.220 -8.036
H 6.271 -5.309 -6.482
*
```

---

4.
Computed, not measured: C16H33HgNO9S2 as an isolated structure in a non-equilibrium geometry, with ωB97M-V with the def2-TZVPD basis set.

Results
Max |F| = 1.37 eV/A
Orbital gap = 9.40 eV
E_tot = -62890.2088 eV
Molar mass = 648.2 g/mol

ORCA input file:
```
! RIJCOSX wB97M-V def2-TZVPD def2/J DEFGRID3
* xyz 0 1
Hg 26.218 -29.098 -11.978
C 25.453 -26.198 -15.048
C 25.855 -27.242 -14.043
O 26.635 -28.150 -14.388
O 25.312 -27.184 -12.893
H 26.282 -25.884 -15.677
H 25.025 -25.321 -14.567
H 24.690 -26.670 -15.670
C 25.045 -30.392 -8.085
C 25.425 -29.936 -9.472
O 25.258 -28.729 -9.817
O 25.951 -30.783 -10.242
H 24.194 -31.075 -8.118
H 24.814 -29.588 -7.395
H 25.882 -31.005 -7.744
C 22.883 -29.925 -13.413
C 23.751 -30.980 -12.777
C 23.249 -32.359 -13.136
O 24.074 -33.317 -12.529
C 23.560 -34.640 -12.542
N 25.148 -30.791 -13.283
H 21.835 -30.000 -13.122
H 22.896 -30.009 -14.505
H 23.276 -28.932 -13.179
H 23.825 -30.837 -11.700
H 23.345 -32.421 -14.235
H 22.190 -32.454 -12.876
H 22.609 -34.722 -13.065
H 23.465 -34.990 -11.512
H 24.295 -35.299 -13.013
H 25.580 -31.702 -13.126
H 25.201 -30.635 -14.287
C 30.325 -28.380 -14.945
C 31.128 -29.677 -14.929
C 30.373 -30.640 -14.034
S 29.751 -29.657 -12.676
O 30.673 -29.681 -11.589
O 28.368 -29.962 -12.432
C 29.844 -28.095 -13.515
H 29.429 -28.603 -15.534
H 30.818 -27.509 -15.364
H 32.175 -29.565 -14.634
H 31.183 -30.093 -15.939
H 30.848 -31.578 -13.763
H 29.447 -30.936 -14.548
H 30.572 -27.518 -12.945
H 28.863 -27.630 -13.472
C 25.689 -25.298 -10.227
C 26.196 -25.418 -8.781
C 27.562 -26.168 -8.795
S 28.086 -26.111 -10.501
O 27.723 -27.386 -11.061
O 29.447 -25.666 -10.647
C 26.896 -24.914 -11.052
H 24.850 -24.611 -10.311
H 25.327 -26.281 -10.544
H 25.444 -25.889 -8.156
H 26.416 -24.406 -8.432
H 27.490 -27.205 -8.488
H 28.253 -25.566 -8.215
H 26.790 -24.950 -12.133
H 27.284 -23.930 -10.775
*
```

---

Question: What is the formula in the first record?
Answer: CH6OS2